Record 1
This record from OMol25 describes 6 unconnected molecules or ions with the total composition C43H39F7N2O at a distorted geometry. The level of theory is the ωB97M-V functional and the def2-TZVPD basis.

Output
* HOMO-LUMO gap: 7.644 eV
* F_max: 6.5 eV/Å
* SMILES: C[C@@H](F)c1cc(CCCF)cc2nc(O)cnc12.Fc1ccccc1.Fc1ccccc1.Fc1ccccc1.Fc1ccccc1.Fc1ccccc1
* net charge: 0

Geometry as XYZ:
```
92
C43H39F7N2O the ωB97M-V functional and the def2-TZVPD basis
C -1.26415 0.10763 -0.42147
C 0.31406 0.20137 -0.00547
F 1.06869 -0.94657 -0.43048
C 0.95029 1.61636 -0.38492
C 0.53161 2.81272 0.54735
C 1.04948 4.27195 0.27276
C 0.57623 5.41791 1.29484
C 1.19637 5.02418 2.75174
C 2.68030 4.37354 2.60127
F 3.42003 4.46715 3.86244
C 1.98594 4.47530 -0.93701
C 2.46282 3.30830 -1.90754
N 3.34925 3.70741 -2.97392
C 3.65794 2.53932 -3.72845
O 4.53291 2.73362 -4.86728
C 3.13815 1.08796 -3.50796
N 2.23864 0.76555 -2.45334
C 1.90800 1.89059 -1.61683
H -1.30091 -0.56274 -1.35135
H -1.68740 1.15827 -0.63241
H -1.82201 -0.36741 0.48573
H 0.30349 0.15977 1.15410
H -0.15331 2.63783 1.44011
H 0.98246 6.41379 0.90100
H -0.57767 5.40460 1.32350
H 1.26004 5.91096 3.47017
H 0.53529 4.16700 3.15280
H 3.29558 4.87857 1.77383
H 2.63195 3.25012 2.35464
H 2.37889 5.54417 -1.13160
H 5.45839 2.84017 -4.55329
H 3.48021 0.24267 -4.20540
F -2.10787 -0.72785 2.59541
C -2.92288 -1.79247 2.69222
C -2.66387 -2.76339 3.64715
C -3.51002 -3.86300 3.75100
C -4.59968 -3.98330 2.89039
C -4.84690 -3.00433 1.93192
C -4.00733 -1.89953 1.83540
H -1.80669 -2.65617 4.30185
H -3.32088 -4.62472 4.49990
H -5.25743 -4.84320 2.96832
H -5.69336 -3.10185 1.26012
H -4.18981 -1.12349 1.10100
F 4.66761 -1.08006 -4.67035
C 4.75656 -2.41571 -4.53644
C 5.85362 -3.08072 -5.06093
C 5.94786 -4.46133 -4.91784
C 4.93837 -5.16168 -4.26121
C 3.83871 -4.48324 -3.74285
C 3.74937 -3.10149 -3.87602
H 6.62502 -2.51970 -5.57580
H 6.80592 -4.99114 -5.31774
H 5.01051 -6.23947 -4.15380
H 3.05141 -5.03054 -3.23525
H 2.90471 -2.55572 -3.47077
F 2.16831 7.68936 -0.19218
C 2.46796 8.77585 0.54258
C 3.38620 9.69308 0.05606
C 3.69321 10.81949 0.81255
C 3.08634 11.01019 2.05192
C 2.16939 10.07998 2.53283
C 1.85356 8.95892 1.77204
H 3.85445 9.52369 -0.90669
H 4.40473 11.54752 0.43769
H 3.32986 11.88716 2.64341
H 1.70072 10.22793 3.50008
H 1.13537 8.22931 2.12720
F -3.52578 -1.59309 -2.01817
C -3.51757 -1.90170 -3.32448
C -4.13395 -1.05100 -4.22904
C -4.12088 -1.36844 -5.58356
C -3.50083 -2.53840 -6.01653
C -2.88934 -3.38762 -5.09839
C -2.89252 -3.06520 -3.74508
H -4.61845 -0.14934 -3.87253
H -4.59351 -0.70589 -6.30089
H -3.49489 -2.78751 -7.07305
H -2.41038 -4.30046 -5.43678
H -2.41373 -3.71006 -3.01734
F -2.77984 -6.35257 5.41964
C -3.59291 -7.41810 5.51769
C -3.33166 -8.38734 6.47361
C -4.17589 -9.48810 6.57901
C -5.26550 -9.61220 5.71995
C -5.51512 -8.63510 4.76049
C -4.67759 -7.52867 4.66196
H -2.47439 -8.27779 7.12771
H -3.98505 -10.24863 7.32871
H -5.92116 -10.47359 5.79995
H -6.36178 -8.73525 4.08942
H -4.86187 -6.75440 3.92702
```

Atomic partial charges in e from the Mulliken method, atoms 1 to 2: -0.346, 0.157

=====

Record 2
This record from OMol25 describes a molecular structure, C43H39N7O3PSTa. The level of theory is the ωB97M-V functional and the def2-TZVPD basis.

Output
* HOMO-LUMO gap: 6.941 eV
* F_max: 0.7 eV/Å
* net charge: +2
* ΔE to the lowest compared entry with this formula, charge and spin: 29.0 kJ/mol

Geometry as XYZ:
```
95
C43H39N7O3PSTa the ωB97M-V functional and the def2-TZVPD basis
Ta -0.33812 0.99231 0.08631
O -0.00276 -0.83306 0.57318
C -0.16963 -1.72667 1.55056
C 0.57896 -2.89416 1.58236
C 0.39893 -3.77687 2.63042
C -0.53782 -3.53114 3.63755
C -1.31793 -2.40343 3.57415
C -1.14656 -1.48417 2.52430
C -2.00451 -0.34837 2.42933
N -1.96160 0.62714 1.57342
C -2.88036 1.74308 1.84482
C -2.00699 2.98117 1.90306
N -1.33702 2.98242 0.59831
C -1.56487 4.01431 -0.14862
C -1.30094 4.11598 -1.54620
C -1.42755 5.33790 -2.22658
C -1.24212 5.38609 -3.58665
C -0.96610 4.20583 -4.28708
C -0.87453 2.98937 -3.64063
C -1.02583 2.94261 -2.25761
O -0.95011 1.78852 -1.59908
H 1.30589 -3.08231 0.80317
H 1.00033 -4.67531 2.67491
H -0.64582 -4.22807 4.45618
H -2.06542 -2.20711 4.33394
H -2.77272 -0.29243 3.20004
H -3.42327 1.57519 2.77410
H -3.59914 1.83723 1.02824
H -1.27918 2.90198 2.70903
H -2.60179 3.88467 2.03449
H -2.04735 4.87629 0.31358
H -1.66965 6.23573 -1.67004
H -1.32517 6.32270 -4.11911
H -0.83303 4.24765 -5.36014
H -0.68431 2.07250 -4.18376
N 2.63012 0.71913 -1.88148
P 2.26763 1.67384 -0.52318
C 2.83798 3.32967 -0.92233
C 4.14300 3.50313 -1.39084
C 4.59218 4.76916 -1.72056
C 3.75160 5.86742 -1.56826
C 2.46500 5.70067 -1.08021
C 2.00756 4.43094 -0.75818
C 3.36795 1.06344 0.76099
C 4.01284 1.93849 1.63159
C 4.75579 1.43180 2.68915
C 4.84288 0.06137 2.88560
C 4.19324 -0.81348 2.02202
C 3.45660 -0.31589 0.96080
C 1.69494 -0.12717 -2.42891
C 1.92451 -0.88605 -3.57415
C 0.90120 -1.69126 -4.03691
C -0.33112 -1.72858 -3.39057
C -0.46176 -0.93998 -2.27094
N 0.53055 -0.19012 -1.78318
H 3.51225 0.80311 -2.36429
H 4.81719 2.65821 -1.47915
H 5.60092 4.90478 -2.08621
H 4.10932 6.85628 -1.82156
H 1.81869 6.55808 -0.94701
H 1.01055 4.29941 -0.36463
H 3.93997 3.00929 1.48796
H 5.26308 2.11006 3.36178
H 5.41381 -0.33003 3.71673
H 4.25783 -1.88098 2.18347
H 2.94847 -0.99903 0.28857
H 2.87904 -0.83585 -4.07802
H 1.05628 -2.29190 -4.92323
H -1.15438 -2.32997 -3.74762
H -2.35582 -1.30543 -1.72513
C -1.41867 -7.57296 0.09682
C -2.02751 -6.20003 0.04596
C -2.49139 -5.57559 1.20042
C -3.08203 -4.32212 1.15069
C -3.22359 -3.66781 -0.06525
C -2.76658 -4.28129 -1.22853
C -2.17410 -5.53216 -1.16909
S -3.93615 -2.03797 -0.13681
C -5.69345 -2.41731 -0.35613
O -1.56207 -0.77193 -1.52437
H -1.01319 -7.79207 1.08356
H -0.62177 -7.68247 -0.63778
H -2.17362 -8.32969 -0.12454
H -2.39265 -6.08056 2.15418
H -3.44186 -3.85333 2.05762
H -2.89730 -3.78919 -2.18620
H -1.82950 -6.00413 -2.08157
H -5.84082 -3.04568 -1.23064
H -6.20390 -1.46707 -0.50367
H -6.08708 -2.90731 0.53056
N 0.64641 1.54006 1.79122
C 1.05848 1.16368 2.84101
N 1.49825 0.87662 3.96227
C 1.74396 -0.38346 4.33051
N 1.94831 -1.46632 4.66771
```

Atomic partial charges in e from the Mulliken method, atoms 1 to 2: 1.950, 0.838